No. 1
C5H10O in the gas phase. Source: the OMol25 dataset; level of theory: the ωB97M-V functional and the def2-TZVPD basis.

HOMO-LUMO gap	10.9	eV
F_max	0.5	eV/Å
net charge	0

Geometry (Å):
C (0.25516, 1.60844, -1.10255)
C (-0.59669, 0.40383, -0.60014)
C (-0.28396, -1.16053, -0.54654)
C (0.15318, -1.41396, 0.92085)
C (0.32345, 0.02338, 1.36805)
O (-0.78671, 0.68610, 0.78786)
H (-0.44247, 2.45845, -1.13069)
H (0.71788, 1.54235, -2.09058)
H (1.02457, 1.90878, -0.37984)
H (-1.55271, 0.49612, -1.11717)
H (-1.25171, -1.64810, -0.70888)
H (0.40515, -1.61193, -1.26894)
H (1.06857, -2.00454, 1.03191)
H (-0.63306, -1.90093, 1.50868)
H (1.24430, 0.38979, 0.89000)
H (0.35505, 0.22276, 2.43798)

Cartesian forces (eV/Å) of the 6 atoms listed first:
0.1 -0.2 -0.1
-0.2 0.0 -0.1
0.0 0.1 -0.1
0.0 0.0 0.0
0.2 -0.1 0.3
-0.1 0.1 0.1

=====

No. 2
2 unconnected molecules or ions with the total composition C4H12N4. Source: the OMol25 dataset; level of theory: the ωB97M-V functional and the def2-TZVPD basis.

HOMO-LUMO gap	9.6	eV
F_max	3.4	eV/Å
net charge	0

Geometry (Å):
C (-0.11427, 2.04990, -0.79817)
N (0.80963, 1.20592, -0.09420)
N (0.40421, -0.22439, 0.26632)
C (0.09760, -0.28205, 1.69650)
C (1.53361, -1.10553, -0.02405)
H (-0.42973, 1.54657, -1.71378)
H (0.41202, 2.96254, -1.08436)
H (-1.01243, 2.30453, -0.22604)
H (1.49356, 1.60225, 0.54846)
H (-0.66979, 0.45423, 1.92951)
H (0.95855, -0.02998, 2.32923)
H (-0.23711, -1.28636, 1.95453)
H (1.25552, -2.13993, 0.18422)
H (1.77761, -1.00794, -1.08001)
H (2.42434, -0.86532, 0.56769)
N (-3.06540, -0.18351, 0.18022)
C (-2.14023, -0.71445, -0.29224)
N (-1.48816, -1.27182, -1.31429)
H (-0.62485, -0.75870, -1.52904)
H (-1.38466, -2.25598, -1.50048)

Cartesian forces (eV/Å) of the 6 atoms listed first:
-0.3 -0.3 0.4
0.8 -2.8 0.3
1.3 3.1 0.4
-0.1 0.4 0.0
-0.1 0.3 -0.3
0.0 0.1 -0.1

=====

No. 3
A molecular structure, C23H32NRe. Source: the OMol25 dataset; level of theory: the ωB97M-V functional and the def2-TZVPD basis.

multiplicity	4
HOMO-LUMO gap (alpha / beta)	6.2 / 6.7	eV
F_max	4.1	eV/Å
net charge	+1

Geometry (Å):
C (1.27727, -3.21053, -0.14612)
C (0.03964, -3.84331, 0.38380)
C (1.93869, -3.96501, -1.26222)
C (2.21138, -2.82124, 0.95868)
H (2.66268, -4.65028, -0.79226)
H (2.50208, -3.34339, -1.96675)
H (1.21883, -4.54705, -1.84378)
H (0.33011, -4.85531, 0.70181)
H (-0.76606, -3.95529, -0.33936)
H (-0.35436, -3.29498, 1.24329)
H (2.27431, -3.67734, 1.64387)
H (1.85991, -1.96005, 1.53306)
H (3.20739, -2.59884, 0.57471)
C (-0.78585, -0.39630, -3.09535)
C (-0.12362, -1.65383, -3.38098)
C (-0.73249, -2.65369, -2.56985)
H (0.50038, -1.86298, -4.24674)
C (-1.71416, -2.04046, -1.77007)
C (-1.73183, -0.64276, -2.05954)
H (-2.45462, 0.07656, -1.69461)
H (-0.76182, 0.50603, -3.70040)
H (-0.54206, -3.71789, -2.59565)
H (-2.32368, -2.57666, -1.05353)
C (1.54688, 1.07378, -0.76247)
C (1.51303, 1.02660, -2.18645)
C (2.22644, -0.13986, -2.58808)
H (0.98155, 1.75250, -2.81058)
C (2.76107, -0.75242, -1.42396)
C (2.35110, -0.00025, -0.29658)
H (2.65781, -0.13695, 0.73360)
H (1.22942, 1.87403, -0.12914)
H (2.44176, -0.47507, -3.60840)
H (3.48772, -1.56031, -1.38858)
Re (0.54177, -0.60097, -1.35028)
C (-0.25860, 4.39063, 3.08638)
N (-0.72478, 3.97739, 1.75937)
C (-0.38789, 5.03223, 0.78882)
C (-0.18547, 2.62358, 1.23354)
C (-1.08519, 1.47303, 1.50779)
C (-1.95987, 1.58555, 2.62106)
C (-3.11678, 0.82209, 2.73348)
C (-3.34246, -0.19099, 1.77775)
C (-2.31854, -0.42130, 0.84073)
C (-1.16117, 0.33720, 0.67753)
H (0.82808, 4.57850, 3.08427)
H (-0.50073, 3.66744, 3.86780)
H (-0.77249, 5.32712, 3.33597)
H (-1.75652, 3.88632, 1.79772)
H (0.71343, 5.12224, 0.72679)
H (-0.79418, 4.74952, -0.19103)
H (-0.82536, 5.98244, 1.12034)
H (-0.14984, 2.77391, 0.15696)
H (0.82524, 2.51712, 1.62772)
H (-1.78332, 2.34209, 3.37133)
H (-3.88602, 1.02985, 3.48514)
H (-4.29086, -0.75556, 1.71229)
H (-2.53730, -1.22690, 0.16716)

Cartesian forces (eV/Å) of the 6 atoms listed first:
0.0 0.1 -0.1
-0.3 -0.1 0.1
0.1 -0.1 0.0
0.0 0.1 -0.1
-0.1 -0.1 -0.3
-0.1 -0.1 0.1

=====

No. 4
2 unconnected molecules or ions with the total composition CH3F3OSi. Source: the OMol25 dataset; level of theory: the ωB97M-V functional and the def2-TZVPD basis.

HOMO-LUMO gap (alpha / beta)	9.7 / 9.7	eV
F_max	4.2	eV/Å
net charge	0

Geometry (Å):
C (0.76152, 0.01000, -0.51139)
O (1.79758, 0.24186, 1.30037)
F (-1.64860, -1.38002, -0.54817)
F (-1.52186, 0.42717, 1.20641)
F (-1.90723, 1.07630, -1.15893)
Si (-1.05621, 0.09648, -0.25579)
H (1.16191, -0.95365, -0.89674)
H (1.22037, 0.72197, -1.11745)
H (1.19251, -0.24012, 1.98168)

Cartesian forces (eV/Å) of the 6 atoms listed first:
1.7 -1.5 3.0
-3.4 -1.5 -2.0
0.6 0.9 0.0
0.3 0.1 0.4
0.6 0.0 -0.2
-1.4 -1.4 0.3